Density functional theory data (the ωB97M-V functional and the def2-TZVPD basis) for a gas-phase ion, CH5NOP (charge +1) in a non-equilibrium geometry.

Last column: Löwdin charge in e.
Geometry (Å):
1 P 0.5689 1.4583 -0.7259  1.031
2 H 0.2502 1.0927 -2.0502  -0.045
3 O 1.4410 -0.5039 0.6834  0.098
4 H -0.9090 -1.6504 0.1385  0.072
5 N 0.4322 -0.0700 0.1603  -0.449
6 H 1.9902 1.3361 -0.4923  -0.013
7 H -1.7660 -0.0483 0.0319  0.128
8 H -1.0588 -0.9229 1.6893  0.148
9 C -0.9489 -0.6918 0.5651  0.031

## Properties
E_tot	-13933.0938	eV
HOMO-LUMO gap	8.507	eV
SMILES string	C[N+](=O)P
net charge	+1



Density functional theory data (the ωB97M-V functional and the def2-TZVPD basis) for a single CH5NOS2 molecule in a non-equilibrium geometry.

Last column: Löwdin charge in e.
Geometry (Å):
1 C -0.3830 -1.4497 -0.8377  -0.301
2 H -0.2829 -0.8188 -1.7602  0.049
3 H -0.1170 -2.5606 -0.8969  0.074
4 S -0.2611 0.7807 2.4729  0.545
5 N 0.8916 0.8843 -0.3223  -0.365
6 O -0.2149 2.1289 1.8705  -0.780
7 H 1.0004 1.5774 0.4444  0.008
8 H -1.3655 -1.2426 -0.4221  0.018
9 S 0.5493 -0.4948 0.4493  0.687
10 H 0.1830 1.1952 -0.9978  0.065

## Properties
E_tot	-26323.0457	eV
HOMO-LUMO gap (alpha / beta)	6.951 / 6.951	eV
net charge	0



Density functional theory data (the ωB97M-V functional and the def2-TZVPD basis) for 2 unconnected molecules or ions with the total composition CH5NOS2 in a non-equilibrium geometry.

Last column: Löwdin charge in e.
Geometry (Å):
1 H -1.6214 -1.6624 -0.6010  -0.173
2 S -3.1601 -0.4609 -2.4245  0.207
3 N 2.1615 0.8712 1.6552  0.096
4 H -3.0958 -1.1599 -3.5626  -0.216
5 H 2.5479 1.8047 1.5806  0.088
6 O 0.5501 -0.6147 1.2033  -0.017
7 H 0.1854 1.4044 1.1772  0.125
8 H 2.8558 0.1819 1.4231  0.092
9 S -1.2966 -0.9169 -1.7071  0.194
10 C 0.8732 0.5526 1.2558  -0.395

## Properties
E_tot	-26326.1186	eV
HOMO-LUMO gap	9.658	eV
SMILES string	NC=O.SS
net charge	0



Density functional theory data (the ωB97M-V functional and the def2-TZVPD basis) for a single CH5NP2 molecule in a non-equilibrium geometry.

Last column: Löwdin charge in e.
Geometry (Å):
1 H 1.5609 0.3214 1.4794  -0.025
2 C 0.5752 0.7142 1.4037  -0.228
3 H -0.0790 0.1241 2.0404  -0.014
4 H 0.5412 1.8427 1.4140  -0.003
5 P -0.3573 0.7975 -0.5992  0.682
6 N -0.4897 -0.6701 -1.4166  -0.800
7 P -0.9752 -2.0395 -0.7513  0.669
8 H 0.5344 1.4110 -1.5586  -0.103
9 H -1.3106 -2.5014 -2.0118  -0.179

## Properties
E_tot	-21183.0809	eV
HOMO-LUMO gap	7.589	eV
SMILES string	[H]/P=N/PC
net charge	0